[1]
C4H7NO | ωB97M-V/def2-TZVPD

Results
Energy above the lowest of the compared OMol25 structures with the same formula, charge and spin = 424.9 kJ/mol
Frontier orbital gap = 9.62 eV
Max |F| = 2.97 eV/Å

```
! wB97M-V def2-TZVPD RIJCOSX def2/J DEFGRID3
* xyz 0 1
C 0.11 1.28 1.72
C -0.28 0.06 0.82
O -0.87 -0.90 1.27
C 0.25 0.29 -0.51
C 0.47 -1.24 -1.72
N -0.81 -0.89 -1.76
H -0.81 1.65 2.17
H 0.62 2.13 1.23
H 0.78 0.90 2.49
H -0.03 1.29 -0.89
H 0.81 -2.13 -1.16
H 1.10 -0.97 -2.57
H -1.33 -1.47 -1.11
*
```

***

[2]
C3H11N3 | ωB97M-V/def2-TZVPD

Results
Energy above the lowest of the compared OMol25 structures with the same formula, charge and spin = 53.4 kJ/mol
Frontier orbital gap (spin up / spin down) = 3.03 / 9.44 eV
Max |F| = 2.35 eV/Å

```
! wB97M-V def2-TZVPD RIJCOSX def2/J DEFGRID3
* xyz -1 2
C 1.53 1.02 1.77
C 1.41 1.40 0.29
N 1.66 0.24 -0.52
H 2.59 0.91 2.01
H 1.22 1.85 2.45
H 0.97 0.12 2.12
H 0.46 1.94 0.21
H 2.24 2.17 0.23
H 1.81 0.33 -1.50
H 1.90 -0.61 -0.04
N -2.05 -0.32 -1.10
C -2.24 -1.64 -0.82
N -2.90 -2.45 -1.56
H -1.48 0.36 -0.50
H -2.29 0.03 -2.01
H -1.72 -2.01 0.07
H -3.10 -3.33 -1.09
*
```

***

[3]
C3H10N2OP | ωB97M-V/def2-TZVPD

Results
Energy above the lowest of the compared OMol25 structures with the same formula, charge and spin = 453.3 kJ/mol
Frontier orbital gap = 9.28 eV
Max |F| = 3.49 eV/Å

```
! wB97M-V def2-TZVPD RIJCOSX def2/J DEFGRID3
* xyz 1 1
C 0.72 -0.98 -0.01
C 2.02 -0.41 -0.38
C -0.46 -0.20 -0.49
N 0.58 -2.04 0.64
N -0.37 1.36 1.15
O -0.17 0.68 -1.43
P -2.23 -0.55 -0.14
H 2.08 0.69 -0.07
H 2.90 -1.01 0.07
H 1.89 -0.16 -1.46
H -0.33 -2.30 0.77
H -0.74 2.27 0.96
H 0.68 1.60 1.21
H -0.78 1.11 2.12
H -0.79 1.30 -1.72
H -2.03 -1.89 -0.60
H -2.71 -0.09 -1.35
*
```